[1]
{
  "formula": "C5H12BFO3P",
  "method": "wB97M-V/def2-TZVPD",
  "e_homo_ev": -14.41,
  "homo_lumo_gap_ev": 9.52,
  "charge": 1,
  "largest_force_ev_per_a": 4.603,
  "species": ["C", "C", "O", "B", "O", "P", "F", "C", "C", "C", "O", "H", "H", "H", "H", "H", "H", "H", "H", "H", "H", "H", "H"],
  "coordinates": [[-0.28, -3.29, -0.59], [-1.62, -2.52, -0.15], [-1.53, -1.08, -0.35], [-1.18, -0.38, 0.81], [-0.91, -0.91, 2.08], [-1.00, 1.55, 0.59], [-2.48, 2.29, 0.62], [0.06, 1.98, -0.90], [1.49, 2.64, -0.31], [2.80, 1.68, -0.54], [2.09, 1.93, 0.84], [0.65, -2.78, -0.20], [-0.31, -3.32, -1.73], [-0.31, -4.35, -0.19], [-1.98, -2.84, 0.86], [-2.41, -2.89, -0.88], [-0.91, -0.19, 2.75], [-0.27, 2.03, 1.74], [0.38, 1.10, -1.51], [-0.40, 2.82, -1.51], [1.64, 3.79, -0.42], [3.82, 2.16, -0.54], [2.65, 0.57, -0.45]],
  "mulliken_charge": [-0.837, -0.318, -0.345, 0.664, -0.447, 0.428, -0.252, -0.689, 0.124, -0.482, -0.398, 0.233, 0.283, 0.316, 0.314, 0.295, 0.308, 0.144, 0.410, 0.392, 0.332, 0.288, 0.235]
}

***

[2]
{
  "formula": "C5H12BIN3O3",
  "method": "wB97M-V/def2-TZVPD",
  "smiles": "NB(O)[N@@H+](CCC(N)=O)CC(=O)I",
  "e_homo_ev": -13.48,
  "homo_lumo_gap_ev": 9.05,
  "charge": 1,
  "largest_force_ev_per_a": 9.512,
  "species": ["N", "B", "O", "N", "C", "C", "C", "N", "O", "C", "C", "O", "I", "H", "H", "H", "H", "H", "H", "H", "H", "H", "H", "H", "H"],
  "coordinates": [[1.50, -2.29, 0.04], [1.49, -0.79, 0.40], [2.54, -0.28, 1.33], [0.43, 0.16, -0.22], [-0.28, 0.95, 0.86], [-1.28, 0.07, 1.81], [-2.33, -0.91, 1.00], [-3.05, -0.48, -0.26], [-2.51, -2.17, 1.46], [1.21, 1.15, -1.05], [0.78, 1.25, -2.62], [1.09, 2.41, -3.26], [-0.21, -0.29, -3.82], [1.50, -2.41, -1.01], [2.42, -2.65, 0.44], [3.34, 0.01, 0.77], [-0.21, -0.47, -0.76], [0.56, 1.41, 1.57], [-0.90, 1.88, 0.44], [-0.73, -0.56, 2.65], [-1.96, 0.85, 2.41], [-2.73, 0.49, -0.50], [-4.08, -0.52, -0.12], [1.05, 2.23, -0.58], [2.37, 0.93, -0.98]],
  "mulliken_charge": [-0.488, 0.214, -0.547, 0.449, -1.008, -0.508, 0.374, -0.433, -0.524, -0.234, 0.043, -0.438, 0.160, 0.297, 0.297, 0.328, 0.360, 0.421, 0.432, 0.278, 0.376, 0.220, 0.309, 0.362, 0.259]
}

***

[3]
{
  "formula": "C5H12BNO4",
  "method": "wB97M-V/def2-TZVPD",
  "smiles": "CCCC[C@@H](B(O)O)[N+](=O)[O-]",
  "relative_energy_kj_mol": 456.24,
  "e_homo_ev": -10.34,
  "homo_lumo_gap_ev": 10.21,
  "largest_force_ev_per_a": 4.187,
  "species": ["C", "C", "C", "C", "C", "B", "O", "O", "N", "O", "O", "H", "H", "H", "H", "H", "H", "H", "H", "H", "H", "H", "H"],
  "coordinates": [[-2.82, 1.97, 0.88], [-1.74, 0.95, 0.38], [-0.31, 1.55, 0.06], [0.85, 0.58, 0.26], [1.00, -0.62, -0.67], [2.19, -1.78, -0.44], [2.73, -2.19, -1.62], [2.45, -2.11, 0.86], [-0.09, -1.51, -0.58], [-0.41, -2.07, -1.64], [-0.71, -1.68, 0.46], [-2.90, 2.65, -0.02], [-3.62, 1.35, 1.34], [-2.36, 2.60, 1.58], [-1.64, 0.20, 1.14], [-2.14, 0.48, -0.52], [-0.12, 2.42, 0.73], [-0.30, 1.99, -0.95], [1.63, 1.19, -0.06], [0.94, 0.36, 1.26], [1.16, -0.43, -1.71], [3.41, -2.84, -1.62], [2.82, -3.10, 0.88]],
  "mulliken_charge": [-1.299, -0.439, -0.682, -0.960, -0.159, 0.527, -0.503, -0.494, 1.058, -0.637, -0.607, 0.304, 0.348, 0.355, 0.391, 0.351, 0.382, 0.303, 0.395, 0.420, 0.355, 0.295, 0.295]
}